Entry 1:
C19H39Br2NO3Ta as an isolated structure, computed with ωB97M-V with the def2-TZVPD basis set.

Last column: Mulliken charge in e.
Geometry (Å):
C -7.06117 -2.68280 0.19287  -0.56
O -5.65436 -3.06885 0.14587  -0.34
C -5.17312 -2.96903 -1.21634  -0.63
C -3.89453 -2.00508 -1.30703  -0.30
C -4.31469 -0.60471 -1.98591  -0.71
C -3.20298 0.51876 -1.59718  -0.31
C -2.03059 0.58797 -2.69697  -0.67
C -0.68188 1.05278 -1.94742  0.25
C 0.64439 0.84839 -2.82661  -0.64
C 1.08937 -0.71010 -2.65626  -0.22
C 2.67468 -0.74137 -2.46319  -0.47
C 3.21855 -1.88217 -1.48540  -0.77
C 2.40649 -2.04760 -0.11445  -0.96
Ta 2.55926 -0.18067 1.29189  1.34
C 0.42965 -0.67852 2.03574  -0.78
Br 0.29564 -2.64776 2.48726  -0.14
C -0.11130 0.17709 3.26598  -0.06
C -0.40445 1.72350 2.88990  -0.70
Br 0.96307 -0.02832 4.94417  -0.16
N 2.81926 1.55738 2.58392  0.21
C 2.77125 2.84403 1.87001  0.45
C 3.52980 3.21903 0.52808  -0.72
O 2.08986 3.76337 2.40516  -0.61
C 4.08410 1.46410 3.34921  0.60
C 5.17266 2.65428 3.35786  -0.97
O 4.37698 0.47339 4.06150  -0.57
H -7.61951 -3.15146 -0.67955  0.27
H -7.15678 -1.55020 0.13146  0.23
H -7.52994 -3.05248 1.16694  0.24
H -5.95014 -2.57511 -1.94939  0.38
H -4.84910 -4.01141 -1.54810  0.26
H -3.46630 -1.84877 -0.26551  0.27
H -3.12011 -2.48510 -1.98549  0.25
H -5.34324 -0.26327 -1.60718  0.31
H -4.30596 -0.69741 -3.12417  0.29
H -3.75382 1.51720 -1.48727  0.37
H -2.80777 0.21344 -0.57564  0.05
H -1.88139 -0.40798 -3.22788  0.30
H -2.35166 1.36680 -3.47923  0.24
H -0.78783 2.17224 -1.75436  0.39
H -0.65612 0.49302 -0.94963  -0.65
H 0.49855 1.04487 -3.93613  0.36
H 1.43650 1.54910 -2.39360  0.23
H 0.49102 -1.11639 -1.78301  0.00
H 0.78000 -1.29778 -3.58800  0.41
H 3.13376 0.25782 -2.15439  0.13
H 3.12235 -0.96873 -3.50228  0.36
H 3.10526 -2.88044 -2.05461  0.35
H 4.33797 -1.76520 -1.25205  0.23
H 2.88545 -2.93720 0.44010  0.39
H 1.31104 -2.35119 -0.26808  0.29
H 1.80545 0.91175 -0.02566  -0.61
H 4.21783 0.19459 0.55190  -0.14
H 3.27234 -1.33689 2.56535  -0.13
H -0.30159 -0.48194 1.16517  -0.05
H -1.14352 -0.25793 3.53042  0.55
H -1.53229 1.80458 2.67263  0.29
H -0.08035 2.44858 3.69834  0.26
H 0.09646 1.93607 1.87623  0.04
H 4.64515 3.45193 0.67487  0.23
H 3.40746 2.47867 -0.32024  -0.07
H 3.07467 4.20767 0.15577  0.35
H 5.67079 2.75871 2.33971  0.20
H 6.01301 2.35917 4.08268  0.30
H 4.73638 3.63360 3.74724  0.27

Orbital gap   7.6 eV
Charge   -1

Entry 2:
C18H27N3 as an isolated structure, computed with ωB97M-V with the def2-TZVPD basis set.

Last column: Mulliken charge in e.
Geometry (Å):
C -4.11286 -3.01702 1.17553  -1.73
H -3.47393 -3.95219 1.28517  0.36
H -5.04079 -3.17221 0.84151  0.56
H -4.08674 -2.44118 1.96584  0.47
C -3.50727 -2.44333 -0.23149  -0.44
C -2.14325 -1.92891 0.29348  -0.14
C -2.14225 -0.55816 0.98636  -1.82
C -2.50868 0.62675 -0.34858  1.66
C -3.59742 0.03483 -1.26329  -2.42
C -4.34341 -1.08560 -0.45479  -0.82
H -5.27612 -1.14998 -1.05789  0.52
H -4.90799 -0.50046 0.35678  0.27
H -4.16407 0.62186 -1.66654  1.23
H -3.03602 -0.37148 -1.98943  0.62
H -2.93448 1.43970 0.17728  0.12
C -1.37083 1.10014 -0.92958  -2.77
N -0.23015 1.58247 -0.21210  0.47
C 0.98985 1.20512 -0.04147  0.52
N 2.02196 2.23255 0.11692  -0.54
C 1.24886 3.46483 0.37487  -0.60
H 1.73746 4.11254 -0.50496  0.28
H 1.25564 3.89664 1.43339  0.26
C -0.21313 3.30732 -0.06402  -0.25
C -1.22998 3.75922 1.12014  -1.26
H -0.98906 4.93815 0.87562  0.31
H -0.92917 3.19189 1.86764  0.58
H -2.19006 3.39888 0.63070  0.23
H -0.41134 3.83349 -1.11436  0.45
N 1.15621 -0.11532 -0.15933  0.13
C 2.45766 -0.82610 -0.08241  0.17
C 2.37924 -2.06572 -0.31443  -0.29
C 3.49064 -2.95524 -0.29767  -0.76
C 4.77531 -2.27163 0.05213  -0.30
C 4.77752 -1.05946 0.12044  -0.44
C 3.61971 -0.23269 0.05596  0.17
H 3.71898 1.10915 0.17979  0.24
H 5.77679 -0.43667 0.12991  0.21
H 5.64409 -2.88218 0.37005  0.34
H 3.44750 -3.96144 -0.24088  0.49
H 1.29954 -2.53631 -0.32639  0.02
H 0.49036 -0.72250 -0.23364  -0.05
H -1.01490 0.38398 -1.40547  1.20
H -1.77932 1.83103 -1.74031  0.05
H -2.77564 -0.52978 1.70372  0.67
H -1.16221 -0.11998 1.11906  0.58
H -1.33272 -1.94304 -0.68347  0.16
H -1.56579 -2.65647 0.99203  0.43
H -3.37582 -3.08873 -0.90243  0.84

Orbital gap   8.2 eV
Charge   0

Entry 3:
C4H4LuO as an isolated structure, computed with ωB97M-V with the def2-TZVPD basis set.

Last column: Mulliken charge in e.
Geometry (Å):
H -0.81534 -1.11205 -0.15407  0.33
C -1.71305 -0.21630 -0.88481  -0.35
C -1.01487 0.85872 -0.79616  0.31
H -2.76640 -0.29977 -1.14301  0.43
C 0.25490 1.17418 -0.34415  -0.18
C 0.83986 0.40696 0.67865  0.44
O 0.93109 -0.89446 0.64755  -0.30
Lu 2.68198 -2.29252 1.39462  1.52
H 0.95448 1.57310 -1.08625  0.38
H 0.64735 0.80214 1.68762  0.41

Orbital gap (alpha / beta)   7.4 / 5.6 eV
Charge   +3

What is the charge in the first record? -1